Record 1
{
  "formula": "C15H14BClF2FeN2O9",
  "method": "the ωB97M-V functional and the def2-TZVPD basis",
  "symbols": ["Fe", "O", "C", "O", "C", "C", "C", "C", "C", "O", "C", "C", "O", "O", "H", "H", "H", "H", "H", "H", "H", "H", "O", "Cl", "O", "O", "O", "F", "B", "F", "N", "C", "N", "C", "C", "C", "C", "C", "C", "H", "H", "H", "H", "H", "H"],
  "xyz": [[-0.9531, -0.4108, 0.3135], [-2.7332, 2.6440, 2.5519], [-1.9686, 1.7631, 2.1766], [-2.0779, 1.0777, 1.0881], [-0.7152, 1.4887, 3.0291], [0.5369, 1.7390, 2.1712], [1.7687, 1.8890, 3.0745], [2.0262, 0.4153, 3.4950], [0.8683, -0.3038, 2.7996], [0.7634, 0.4431, 1.5677], [-0.4614, 0.0119, 3.4914], [-1.5623, -0.9897, 3.0854], [-2.4574, -1.2238, 3.8806], [-1.4143, -1.5350, 1.9143], [-0.7765, 2.1713, 3.8708], [0.4212, 2.4936, 1.3993], [2.6133, 2.3032, 2.5234], [1.5513, 2.5398, 3.9203], [2.9762, 0.0526, 3.1011], [2.0095, 0.2648, 4.5737], [1.0302, -1.3513, 2.5811], [-0.3772, -0.0479, 4.5739], [0.3821, 1.1704, -3.3568], [-0.1120, 0.9236, -2.0572], [-0.3180, 2.0969, -1.2902], [-1.2865, 0.0756, -2.0354], [0.9055, 0.1041, -1.2755], [0.8330, -1.5836, -3.0432], [1.6014, -1.3363, -1.9329], [2.9006, -1.0015, -2.1899], [1.8097, -3.7430, 0.8343], [2.3601, -2.6380, 0.1481], [1.4084, -2.3043, -0.8336], [0.2302, -2.9870, -0.5647], [-1.0322, -2.8760, -1.1304], [-2.0388, -3.7199, -0.6359], [-1.7857, -4.6170, 0.3829], [-0.5167, -4.7139, 0.9692], [0.4745, -3.8852, 0.4892], [2.1884, -4.0760, 1.6995], [3.4189, -2.5862, -0.0786], [-1.2215, -2.1940, -1.9515], [-3.0317, -3.6605, -1.0647], [-2.5857, -5.2484, 0.7492], [-0.3299, -5.3949, 1.7916]],
  "lowdin_spin": [3.73, 0.01, 0.01, 0.06, 0.00, 0.00, 0.00, 0.00, 0.01, 0.03, 0.00, 0.01, 0.01, 0.08, 0.00, 0.00, 0.00, 0.00, 0.00, 0.00, 0.00, 0.00, 0.00, 0.00, 0.01, 0.02, 0.02, 0.00, 0.02, 0.00, 0.15, 0.49, 0.14, 0.00, 0.04, 0.03, 0.03, 0.04, 0.00, 0.00, 0.05, 0.00, 0.00, 0.00, 0.00],
  "s_squared": 8.7658,
  "homo_energy_ev": [-3.151, -5.909],
  "charge": -1,
  "multiplicity": 6,
  "largest_force_ev_per_a": 1.38,
  "lumo_ev": [2.7, 2.7]
}


Record 2
{
  "formula": "C15H14BeBrCl2N4O2S2",
  "method": "the ωB97M-V functional and the def2-TZVPD basis",
  "symbols": ["Be", "Cl", "C", "Cl", "H", "H", "N", "C", "C", "C", "C", "C", "C", "S", "O", "O", "N", "C", "S", "C", "C", "N", "H", "H", "H", "H", "H", "H", "H", "H", "Br", "C", "C", "C", "C", "N", "C", "H", "H", "H", "H"],
  "xyz": [[0.1011, -0.0454, 0.2202], [1.4316, -1.6274, -2.8780], [2.2940, -1.8481, -1.3814], [2.2323, -0.3664, -0.3327], [3.3504, -1.9942, -1.5733], [1.8498, -2.6473, -0.7998], [-5.6663, 2.3321, -1.4591], [-4.8446, 1.3399, -0.9886], [-4.7469, 1.0782, 0.3827], [-3.8750, 0.1162, 0.8559], [-3.0779, -0.5904, -0.0364], [-3.1772, -0.3535, -1.4068], [-4.0481, 0.6027, -1.8784], [-1.9093, -1.7689, 0.5183], [-0.6476, -1.3461, -0.2305], [-2.2871, -3.0970, 0.1879], [-1.7250, -1.5390, 2.0504], [-0.8413, -0.6737, 2.5386], [-0.7793, -0.4120, 4.2420], [0.4891, 0.7422, 4.0336], [0.7995, 0.8680, 2.7354], [0.0530, 0.0740, 1.8748], [-6.3799, 2.6839, -0.8435], [-5.9328, 2.2992, -2.4285], [-5.3660, 1.6309, 1.0779], [-3.8082, -0.0819, 1.9170], [-2.5699, -0.9196, -2.1011], [-4.1248, 0.7859, -2.9428], [0.9402, 1.2452, 4.8708], [1.5684, 1.5086, 2.3315], [-2.8787, 4.4678, 0.4707], [-1.7852, 3.3264, -0.5364], [-1.5370, 3.5655, -1.8780], [-0.7038, 2.6945, -2.5626], [-0.1561, 1.6201, -1.8921], [-0.4003, 1.3951, -0.5940], [-1.2009, 2.2338, 0.0756], [-1.9835, 4.4173, -2.3726], [-0.4800, 2.8453, -3.6085], [0.4864, 0.9103, -2.3949], [-1.3755, 2.0198, 1.1205]],
  "nbo_charge": [1.63, 0.04, -0.37, -0.05, 0.25, 0.25, -0.78, 0.19, -0.27, -0.16, -0.43, -0.17, -0.22, 2.34, -1.17, -0.87, -0.90, 0.28, 0.48, -0.44, -0.05, -0.85, 0.40, 0.39, 0.23, 0.25, 0.24, 0.21, 0.26, 0.23, 0.14, -0.12, -0.14, -0.23, 0.07, -0.66, 0.04, 0.25, 0.25, 0.23, 0.24],
  "homo_energy_ev": -11.219,
  "charge": 1,
  "largest_force_ev_per_a": 0.18,
  "lumo_ev": -3.3
}


Record 3
{
  "formula": "C15H14Cl2N2O3S",
  "method": "the ωB97M-V functional and the def2-TZVPD basis",
  "symbols": ["C", "C", "O", "N", "C", "C", "C", "C", "C", "C", "H", "H", "N", "S", "O", "O", "C", "C", "C", "C", "C", "C", "Cl", "H", "H", "Cl", "H", "H", "H", "H", "C", "H", "H", "H", "H", "H", "H"],
  "xyz": [[-0.4367, 5.0129, 1.5735], [-0.3738, 3.5971, 1.0438], [-1.3685, 2.9959, 0.6960], [0.8744, 3.0415, 0.9919], [1.0429, 1.7157, 0.5226], [1.8303, 0.8158, 1.2337], [2.0291, -0.4673, 0.7635], [1.4487, -0.8760, -0.4341], [0.6463, 0.0164, -1.1377], [0.4483, 1.2985, -0.6639], [-0.1694, 1.9841, -1.2199], [0.2112, -0.2923, -2.0731], [1.6917, -2.1568, -0.9233], [0.7782, -2.9744, -2.0446], [0.6459, -2.1981, -3.2349], [1.3622, -4.2750, -2.1282], [-0.8561, -3.1074, -1.2942], [-1.9332, -2.5670, -1.9663], [-3.2069, -2.7003, -1.4319], [-3.3988, -3.3847, -0.2374], [-2.3152, -3.9229, 0.4312], [-1.0379, -3.7793, -0.0970], [0.3145, -4.4382, 0.7192], [-2.4543, -4.4528, 1.3599], [-4.3940, -3.4972, 0.1625], [-4.5522, -2.0262, -2.2571], [-1.7563, -2.0608, -2.9014], [2.2329, -2.7680, -0.3323], [2.6428, -1.1566, 1.3252], [2.2867, 1.1109, 2.1661], [2.0515, 3.7255, 1.4841], [2.0536, 3.8049, 2.5749], [2.1169, 4.7296, 1.0638], [2.9343, 3.1718, 1.1713], [-0.0035, 5.0791, 2.5683], [-1.4808, 5.3106, 1.6163], [0.0954, 5.6908, 0.9094]],
  "nbo_charge": [-0.71, 0.69, -0.61, -0.46, 0.13, -0.22, -0.26, 0.22, -0.28, -0.16, 0.24, 0.24, -0.88, 2.33, -0.93, -0.92, -0.37, -0.13, -0.07, -0.19, -0.21, -0.02, 0.04, 0.24, 0.24, 0.04, 0.25, 0.43, 0.21, 0.22, -0.41, 0.19, 0.21, 0.22, 0.22, 0.25, 0.23],
  "homo_energy_ev": -8.290,
  "largest_force_ev_per_a": 1.00,
  "lumo_ev": 0.2,
  "smiles": "CC(=O)N(C)c1ccc(NS(=O)(=O)c2cc(Cl)ccc2Cl)cc1"
}


Record 4
{
  "formula": "C15H14ClN5S",
  "method": "the ωB97M-V functional and the def2-TZVPD basis",
  "symbols": ["Cl", "N", "N", "S", "C", "C", "C", "C", "C", "C", "C", "C", "C", "C", "N", "N", "N", "C", "C", "C", "C", "C", "H", "H", "H", "H", "H", "H", "H", "H", "H", "H", "H", "H", "H", "H"],
  "xyz": [[-3.3904, 4.5007, -4.4688], [-0.6362, 2.1542, 1.2554], [0.2464, 0.1054, 1.9245], [-1.1613, -0.0214, -1.9534], [-0.0868, 1.3388, 2.1008], [-0.9191, 1.5713, 0.1222], [0.0170, -0.4455, 0.7436], [-2.4264, 4.3540, -1.9717], [-2.2936, 2.2898, -3.2634], [-1.8854, 3.7514, -0.8311], [-2.6473, 3.6482, -3.1635], [-0.6238, 0.2870, -0.2503], [-1.7090, 1.6632, -2.1416], [-1.5058, 2.3923, -0.9297], [0.1224, 1.8492, 3.3176], [2.9986, -2.8301, 0.0184], [0.3936, -1.7881, 0.6104], [0.6597, -2.4193, -0.6873], [2.7681, -2.1144, 1.3160], [1.2114, -3.8866, 1.0899], [1.7153, -3.4811, -0.3023], [1.2483, -2.4565, 1.6135], [-2.6312, 5.4003, -1.9854], [-2.6240, 1.7140, -4.1104], [-1.7626, 4.2979, 0.0882], [0.2195, 1.1423, 4.0307], [-0.5508, 2.6019, 3.4628], [3.2445, -2.1519, -0.7112], [1.1182, -1.6811, -1.3602], [-0.2596, -2.8093, -1.1593], [3.4466, -2.4787, 2.1028], [2.9036, -1.0240, 1.1859], [1.8944, -4.5651, 1.5986], [0.2044, -4.3000, 1.0942], [1.8134, -4.2990, -1.0312], [0.8877, -2.3099, 2.6454]],
  "nbo_charge": [0.02, -0.53, -0.55, 0.33, 0.56, 0.22, 0.46, -0.25, -0.25, -0.14, -0.01, -0.32, -0.13, -0.10, -0.78, -0.63, -0.42, -0.24, -0.24, -0.42, -0.06, -0.05, 0.22, 0.23, 0.24, 0.39, 0.39, 0.36, 0.20, 0.20, 0.19, 0.20, 0.22, 0.22, 0.22, 0.24],
  "homo_energy_ev": -7.926,
  "largest_force_ev_per_a": 2.78,
  "lumo_ev": 0.3,
  "smiles": "Nc1nc(N2C[C@@H]3C[C@H]2CN3)c2sc3cc(Cl)ccc3c2n1"
}


Record 5
{
  "formula": "C15H14FN",
  "method": "the ωB97M-V functional and the def2-TZVPD basis",
  "symbols": ["F", "N", "C", "C", "C", "C", "C", "C", "C", "C", "C", "C", "C", "C", "C", "C", "C", "H", "H", "H", "H", "H", "H", "H", "H", "H", "H", "H", "H", "H", "H"],
  "xyz": [[-3.7728, 2.9722, -3.4278], [0.9557, 1.5044, 0.6162], [1.8239, -1.0954, 1.5994], [0.8643, -0.9826, 0.5956], [0.3901, 0.3644, 0.1484], [-2.2764, 4.1387, -1.9211], [-2.7833, 2.9831, -2.5320], [0.4314, 2.7002, 0.2236], [-1.2188, 4.0989, -0.9563], [-0.6624, 0.4580, -0.7496], [-2.2347, 1.7749, -2.0990], [-0.6509, 2.8383, -0.6551], [-1.1693, 1.6663, -1.2023], [2.2803, -2.3702, 2.2526], [0.2217, -2.2837, 0.0721], [1.8910, -3.5846, 1.4156], [0.4425, -3.5177, 0.9494], [2.3281, -0.2024, 1.9896], [-2.6440, 5.1064, -2.2520], [0.8109, 3.6168, 0.6799], [-0.8341, 4.9896, -0.4700], [-1.1451, -0.4238, -1.1346], [-2.5819, 0.8192, -2.5358], [1.8877, -2.4595, 3.2599], [3.3654, -2.4132, 2.3691], [-0.8629, -2.1544, 0.0329], [0.5867, -2.4908, -0.9428], [2.1040, -4.5092, 1.9771], [2.4866, -3.6205, 0.5278], [0.2120, -4.4289, 0.3323], [-0.2455, -3.4945, 1.8368]],
  "nbo_charge": [-0.31, -0.42, -0.12, -0.06, 0.18, -0.29, 0.41, 0.10, -0.15, -0.23, -0.26, -0.12, -0.03, -0.45, -0.43, -0.39, -0.39, 0.22, 0.23, 0.19, 0.22, 0.21, 0.22, 0.21, 0.22, 0.21, 0.21, 0.20, 0.19, 0.21, 0.20],
  "homo_energy_ev": -8.033,
  "largest_force_ev_per_a": 3.27,
  "lumo_ev": 0.0,
  "smiles": "Fc1ccc2cnc(C3=CCCCC3)cc2c1"
}


Record 6
{
  "formula": "C15H14N4O2",
  "method": "the ωB97M-V functional and the def2-TZVPD basis",
  "symbols": ["O", "C", "C", "C", "N", "C", "N", "C", "N", "N", "H", "C", "O", "C", "C", "C", "C", "C", "C", "H", "H", "H", "H", "H", "H", "H", "C", "H", "H", "C", "H", "H", "C", "H", "H"],
  "xyz": [[-0.0762, -0.1970, -4.0990], [0.5234, 0.0744, -3.0739], [1.8995, 0.3075, -2.8043], [2.3586, 0.6039, -1.5407], [1.6139, 0.7125, -0.4302], [0.3449, 0.5044, -0.6193], [-0.6609, 0.5300, 0.2886], [-1.7547, 0.2569, -0.3582], [-1.5266, 0.0423, -1.6773], [-0.1853, 0.1987, -1.8606], [-2.1230, -0.1693, -2.4631], [-3.1303, 0.1738, 0.2285], [-3.2171, 0.6786, 1.5248], [-2.6201, -0.0038, 2.5575], [-1.9857, -1.2324, 2.4465], [-1.4502, -1.8313, 3.5754], [-1.5431, -1.2219, 4.8120], [-2.1784, 0.0051, 4.9210], [-2.7148, 0.6111, 3.8038], [-3.2119, 1.5659, 3.8674], [-2.2548, 0.4924, 5.8815], [-1.1209, -1.6961, 5.6847], [-0.9539, -2.7856, 3.4786], [-1.8851, -1.7303, 1.4950], [-3.4845, -0.8691, 0.1744], [-3.8087, 0.7941, -0.3691], [3.8406, 0.8163, -1.5514], [4.3227, 0.3368, -0.7015], [4.0445, 1.8877, -1.4875], [4.2752, 0.2367, -2.9070], [5.1082, 0.7860, -3.3411], [4.5852, -0.8006, -2.7752], [3.0220, 0.2870, -3.7985], [2.9497, -0.5619, -4.4779], [2.9977, 1.1973, -4.4038]],
  "nbo_charge": [-0.64, 0.63, -0.23, 0.28, -0.49, 0.54, -0.46, 0.39, -0.37, -0.23, 0.45, -0.11, -0.48, 0.30, -0.25, -0.20, -0.24, -0.19, -0.25, 0.22, 0.21, 0.21, 0.21, 0.20, 0.20, 0.22, -0.44, 0.23, 0.22, -0.39, 0.21, 0.20, -0.41, 0.22, 0.21],
  "homo_energy_ev": -8.375,
  "largest_force_ev_per_a": 0.82,
  "lumo_ev": 0.4,
  "smiles": "O=c1c2c(nc3nc(COc4ccccc4)[nH]n13)CCC2"
}


Record 7
{
  "formula": "C15H14N6O2S",
  "method": "the ωB97M-V functional and the def2-TZVPD basis",
  "symbols": ["C", "S", "C", "C", "C", "C", "C", "C", "C", "N", "C", "C", "H", "H", "H", "H", "H", "H", "H", "H", "H", "H", "H", "O", "N", "C", "C", "N", "N", "N", "N", "C", "C", "C", "O", "H", "H", "H"],
  "xyz": [[-2.6622, 1.2073, 1.5671], [-1.1061, 1.8189, 0.9169], [-0.2507, 2.2143, 2.4810], [-0.0060, 0.1581, 0.3774], [1.1611, 0.8206, -0.3213], [2.4960, 0.6168, 0.0739], [3.5289, 1.0126, -0.7746], [3.2147, 1.6307, -1.9944], [4.2461, 1.9229, -2.9458], [5.0694, 2.1516, -3.7458], [1.8941, 2.0135, -2.2810], [0.8686, 1.6305, -1.4220], [-3.2748, 1.0160, 0.6863], [-2.5295, 0.3170, 2.1892], [-3.0712, 2.0443, 2.1396], [0.1153, 3.2402, 2.3611], [-0.9865, 2.1826, 3.2936], [0.5898, 1.5444, 2.6958], [0.2324, -0.0729, 1.4210], [2.7068, 0.1103, 1.0178], [4.5692, 0.7945, -0.5120], [1.6594, 2.5847, -3.1838], [-0.1703, 1.9210, -1.6190], [1.4453, -1.5298, 1.9469], [0.9065, -2.4867, 1.3232], [-0.2313, -2.3126, 0.4770], [-0.5157, -0.9854, -0.2546], [-1.9644, -1.0027, -0.5261], [-2.5972, 0.0523, -1.1750], [-3.6742, -0.4381, -1.7343], [-3.7481, -1.7773, -1.5738], [-2.6465, -2.1391, -0.8726], [-2.1667, -3.4023, -0.4721], [-0.9822, -3.4449, 0.2479], [1.3398, -3.6586, 1.4776], [-0.0393, -1.1258, -1.2608], [-2.7867, -4.2529, -0.7146], [-0.6337, -4.3761, 0.6901]],
  "nbo_charge": [-0.76, 0.76, -0.76, -0.18, -0.10, -0.14, -0.17, -0.16, 0.27, -0.28, -0.15, -0.21, 0.29, 0.25, 0.24, 0.25, 0.25, 0.26, 0.28, 0.25, 0.24, 0.24, 0.24, -0.53, 0.49, -0.12, -0.08, -0.25, -0.19, -0.03, -0.32, 0.34, -0.41, -0.10, -0.44, 0.21, 0.24, 0.26],
  "homo_energy_ev": -7.221,
  "largest_force_ev_per_a": 6.58,
  "lumo_ev": -1.2
}